C34H37AsN4ORhS2Si | ωB97M-V/def2-TZVPD

Calculated values
- HOMO level (alpha / beta) (eV) = -9.85 / -10.17
- multiplicity = 5
- charge = +1
- LUMO level (alpha / beta) (eV) = -1.90 / -4.57
- Kohn-Sham gap (alpha / beta) (eV) = 7.95 / 5.59

CARTESIAN COORDINATES (ANGSTROEM)
Rh 0.683 0.278 0.066
N 3.930 0.049 0.835
N 4.524 1.009 0.020
C 3.896 1.866 -0.786
N 4.659 2.763 -1.422
S 2.220 1.890 -1.095
H 3.229 0.487 1.422
H 3.460 -0.656 0.269
H 5.526 1.068 0.117
H 5.660 2.791 -1.319
H 4.221 3.411 -2.053
C -0.140 4.531 1.425
Si -1.099 2.982 0.988
C -1.299 2.942 -0.860
C -2.821 2.927 1.725
N -0.181 1.547 1.620
C 0.031 1.445 2.935
C -0.486 2.394 3.879
C -0.336 2.246 5.227
C 0.365 1.144 5.737
C 0.918 0.212 4.879
C 0.774 0.354 3.508
O 1.377 -0.489 2.635
C 1.686 -1.789 3.086
C 0.652 -2.689 3.268
C 0.964 -3.981 3.659
C 2.289 -4.352 3.855
C 3.306 -3.430 3.661
C 3.009 -2.129 3.272
H -0.178 5.229 0.586
H 0.911 4.305 1.617
H -0.535 5.050 2.299
H -1.727 3.918 -1.113
H -2.008 2.189 -1.205
H -0.377 2.843 -1.429
H -3.527 3.360 1.013
H -2.912 3.483 2.658
H -3.138 1.901 1.922
H -1.029 3.250 3.510
H -0.756 2.980 5.900
H 0.491 1.026 6.804
H 1.477 -0.627 5.268
H -0.370 -2.384 3.088
H 0.170 -4.702 3.801
H 2.527 -5.363 4.156
H 4.337 -3.719 3.812
H 3.788 -1.397 3.105
S 1.223 -2.025 0.027
C 1.092 -2.505 -1.679
C 1.837 -3.601 -2.111
C 1.763 -4.023 -3.429
C 0.952 -3.360 -4.339
C 0.201 -2.271 -3.919
C 0.263 -1.853 -2.595
As -0.766 -0.384 -1.910
C -1.308 0.566 -3.500
C -2.624 0.558 -3.946
C -2.968 1.267 -5.091
C -2.002 1.981 -5.784
C -0.687 1.991 -5.335
C -0.340 1.289 -4.193
C -2.387 -1.233 -1.292
C -2.865 -2.402 -1.873
C -4.036 -2.978 -1.401
C -4.730 -2.390 -0.353
C -4.251 -1.227 0.233
C -3.077 -0.654 -0.233
H 2.476 -4.117 -1.406
H 2.349 -4.875 -3.748
H 0.902 -3.687 -5.369
H -0.435 -1.746 -4.622
H -3.381 0.002 -3.408
H -3.992 1.260 -5.439
H -2.273 2.530 -6.676
H 0.066 2.549 -5.877
H 0.687 1.304 -3.841
H -2.323 -2.870 -2.686
H -4.406 -3.889 -1.853
H -5.642 -2.843 0.012
H -4.787 -0.772 1.056
H -2.693 0.245 0.236

---

C34H37CaN5 | ωB97M-V/def2-TZVPD

Calculated values
- HOMO level (alpha / beta) (eV) = 0.35 / 2.26
- multiplicity = 1
- charge = -2
- LUMO level (alpha / beta) (eV) = 4.32 / 4.34
- Kohn-Sham gap (alpha / beta) (eV) = 3.97 / 2.09

CARTESIAN COORDINATES (ANGSTROEM)
Ca 0.543 -0.108 -0.369
N 1.875 2.310 -2.584
N -1.477 1.306 -1.249
C 0.334 0.012 2.427
C 0.370 1.418 2.134
C 1.588 1.692 1.439
C 2.023 2.997 0.881
H 1.249 3.782 0.961
H 2.346 2.984 -0.185
H 2.889 3.347 1.474
C 2.313 0.468 1.331
C 3.540 0.292 0.542
H 4.428 0.453 1.167
H 3.647 1.021 -0.281
H 3.669 -0.711 0.092
C 1.539 -0.574 1.932
C 1.833 -2.034 1.867
H 2.387 -2.386 0.964
H 0.946 -2.699 1.968
H 2.484 -2.245 2.733
C -0.680 2.407 2.468
H -0.409 2.917 3.413
H -1.678 1.960 2.635
H -0.826 3.211 1.717
C -0.767 -0.705 3.108
H -0.900 -1.761 2.793
H -1.769 -0.241 3.001
H -0.547 -0.730 4.194
C 2.648 2.163 -3.670
H 3.600 2.701 -3.668
C 2.328 1.341 -4.755
H 3.023 1.261 -5.579
C 1.144 0.614 -4.718
H 0.842 -0.028 -5.537
C 0.325 0.716 -3.607
H -0.628 0.199 -3.503
C 0.688 1.631 -2.565
C -0.255 1.985 -1.519
H 0.069 2.772 -0.822
C -1.687 0.383 -0.178
C -2.697 1.565 -1.873
H -2.763 2.251 -2.712
C -3.645 0.885 -1.258
H -4.717 0.743 -1.360
N -3.023 0.131 -0.238
C -3.576 -0.712 0.782
C -4.356 -0.118 1.786
C -4.902 -0.952 2.776
H -5.543 -0.498 3.516
C -4.630 -2.316 2.804
C -5.257 -3.191 3.855
H -4.562 -3.961 4.209
H -6.144 -3.718 3.474
H -5.582 -2.606 4.723
C -3.789 -2.874 1.837
H -3.573 -3.938 1.854
C -3.216 -2.076 0.830
C -2.281 -2.680 -0.178
H -2.419 -2.280 -1.192
H -2.436 -3.765 -0.236
H -1.220 -2.546 0.102
C -4.627 1.351 1.758
H -5.425 1.615 1.050
H -3.746 1.955 1.502
H -4.959 1.677 2.744
N 7.103 1.863 -2.951
C 6.244 1.046 -2.913
C 5.230 0.062 -2.799
C 5.458 -1.301 -2.968
C 4.441 -2.199 -2.702
C 3.203 -1.741 -2.231
N 2.970 -0.433 -2.102
C 3.992 0.446 -2.326
H 6.459 -1.602 -3.256
H 4.598 -3.262 -2.822
H 2.405 -2.446 -1.931
H 3.938 1.505 -2.007

---

C34H37N5O3RuS | ωB97M-V/def2-TZVPD

Calculated values
- HOMO level (alpha / beta) (eV) = -13.37 / -13.32
- multiplicity = 5
- charge = +2
- LUMO level (alpha / beta) (eV) = -5.72 / -9.41
- Kohn-Sham gap (alpha / beta) (eV) = 7.65 / 3.91

CARTESIAN COORDINATES (ANGSTROEM)
Ru 0.006 0.160 0.088
C -4.181 1.330 -2.796
C -5.274 1.774 -1.873
C -6.601 1.735 -2.296
C -7.619 2.246 -1.512
C -7.331 2.809 -0.273
C -6.026 2.846 0.178
C -5.001 2.318 -0.603
N -3.666 2.402 -0.122
C -2.837 1.346 0.030
N -3.426 0.131 0.013
C -2.834 -1.117 0.025
C -1.440 -1.291 -0.015
C -0.943 -2.581 -0.036
C -1.794 -3.681 -0.053
C -3.168 -3.502 0.020
C -3.712 -2.233 0.066
C -5.194 -2.037 0.153
N -1.548 1.478 0.239
C -0.908 2.727 0.088
C -0.495 3.086 -1.202
C 0.066 4.326 -1.418
C 0.233 5.205 -0.353
C -0.165 4.844 0.927
C -0.750 3.610 1.175
C -1.224 3.217 2.540
H -4.501 1.485 -3.824
H -3.954 0.268 -2.680
H -3.265 1.895 -2.626
H -6.828 1.313 -3.265
H -8.636 2.220 -1.871
H -8.123 3.211 0.339
H -5.793 3.282 1.136
H -3.319 3.320 0.123
H -4.440 0.146 -0.053
H 0.130 -2.750 -0.078
H -1.379 -4.672 -0.122
H -3.820 -4.362 0.042
H -5.686 -3.004 0.198
H -5.580 -1.505 -0.719
H -5.475 -1.486 1.051
H -0.625 2.372 -2.010
H 0.369 4.610 -2.411
H 0.684 6.170 -0.523
H -0.021 5.538 1.744
H -0.739 3.822 3.302
H -1.018 2.159 2.724
H -2.299 3.372 2.635
C 0.405 1.316 5.749
C 0.756 -0.099 5.290
N 1.878 -0.069 4.380
C 3.206 -0.025 4.969
C 3.800 -1.424 5.126
C 1.739 0.013 3.064
S 0.092 -0.218 2.432
N 2.789 0.167 2.318
C 2.933 0.496 1.027
O 2.046 1.036 0.338
C 4.295 0.246 0.515
C 4.539 0.156 -0.855
C 5.830 -0.072 -1.312
C 6.884 -0.196 -0.413
C 6.642 -0.133 0.952
C 5.356 0.082 1.414
H -0.440 1.284 6.428
H 0.145 1.929 4.890
H 1.242 1.777 6.268
H -0.106 -0.546 4.787
H 1.022 -0.720 6.146
H 3.132 0.453 5.947
H 3.844 0.580 4.322
H 3.174 -2.050 5.758
H 4.778 -1.344 5.594
H 3.908 -1.902 4.156
H 3.719 0.251 -1.552
H 6.024 -0.138 -2.371
H 7.890 -0.340 -0.775
H 7.456 -0.238 1.652
H 5.163 0.135 2.472
O 0.569 -0.134 -1.735
O 1.176 -0.998 -0.992

---

Q: Among the records above, which one has the highest charge?
A: C34H37N5O3RuS

---

Q: Number 1 is which compound?
A: C34H37AsN4ORhS2Si

---

Q: What is the charge in the third record?
A: +2

---

Q: The lowest multiplicity belongs to which entry?
A: C34H37CaN5